1.
This record from the OMol25 dataset describes an isolated molecule of C20H21N3O2 at a distorted geometry. The level of theory is ωB97M-V/def2-TZVPD.

Atoms and positions in Å:
C1 -1.3253 -3.6859 -5.0573
C2 -1.7812 -4.3010 -3.7501
O1 -0.6245 -4.4057 -2.9429
C3 -0.1883 -3.4964 -1.9803
C4 -0.9093 -2.3212 -1.6088
C5 -0.3073 -1.4773 -0.6381
C6 0.9541 -1.8090 -0.0176
C7 1.5197 -0.8731 1.0475
C8 2.5474 -1.0708 1.9588
C9 2.7021 0.2598 2.4295
C10 3.5712 0.7112 3.3439
C11 3.4016 2.0541 3.8133
C12 2.3325 2.7177 3.4364
N1 1.3939 2.3115 2.4175
C13 0.6256 3.3126 1.6576
O2 0.9362 4.4816 1.7593
N2 -0.6335 3.0515 1.0574
C14 -1.7192 2.1011 1.4824
C15 -2.8014 2.3437 0.4405
C16 -2.5651 3.7438 -0.2393
C17 -1.0601 4.0250 0.1089
C18 1.6079 1.0119 1.8939
N3 0.8890 0.3636 1.0193
C19 1.5177 -3.0554 -0.2367
C20 0.9927 -3.8280 -1.3251
H1 -1.8361 -2.7918 -5.4966
H2 -1.5153 -4.5010 -5.8077
H3 -0.3556 -3.3915 -5.0048
H4 -2.5824 -3.6758 -3.2861
H5 -2.1868 -5.2756 -3.9225
H6 -1.7233 -2.0997 -2.1685
H7 -0.8344 -0.5452 -0.4777
H8 3.0982 -1.9980 2.1500
H9 4.4044 0.0861 3.7029
H10 4.0958 2.4454 4.6029
H11 1.9881 3.5926 3.9512
H12 -2.1090 2.2408 2.5043
H13 -1.3823 0.9564 1.4220
H14 -2.7905 1.4592 -0.2944
H15 -3.8074 2.3145 0.8413
H16 -3.3348 4.5130 0.0354
H17 -2.5565 3.6192 -1.3139
H18 -0.5551 3.9699 -0.7953
H19 -1.0943 5.0140 0.5027
H20 2.4437 -3.3375 0.2360
H21 1.5577 -4.7601 -1.4510

The value obtained for the total energy is -29642.964 eV. The value obtained for the frontier orbital gap is 7.20 eV. For the molar mass, the calculation gives 335.4 g mol⁻¹. The value obtained for the LUMO energy is -0.34 eV. As for the energy above the lowest of the compared OMol25 structures with the same formula, charge and spin: 121.4 kcal per mole. Its SMILES is CCOc1ccc(-c2cc3cccn(C(=O)N4CCCC4)c-3n2)cc1.



2.
This record from the OMol25 dataset describes a structure of composition C32H38AsI2N2OsPS at a distorted geometry. The level of theory is ωB97M-V/def2-TZVPD.

Atoms and positions in Å:
Os1 0.6884 -0.0471 0.4073
C1 -0.3385 2.5017 1.9087
C2 -0.7873 1.2594 2.6548
N1 -1.0224 0.1287 1.6995
C3 -2.3232 0.1662 0.9606
C4 -2.4005 1.1232 -0.2280
S1 -0.9294 1.0983 -1.3286
C5 -0.2920 2.8069 -1.1989
C6 0.8632 3.0068 -0.2122
N2 0.7657 2.1376 0.9856
H1 -0.0224 3.2626 2.6234
H2 -1.1572 2.9246 1.3341
H3 -1.6942 1.4628 3.2271
H4 -0.0063 0.9385 3.3477
H5 -1.0746 -0.6983 2.2966
H6 -3.1231 0.4277 1.6576
H7 -2.5047 -0.8485 0.6036
H8 -2.6009 2.1494 0.0675
H9 -3.2290 0.8063 -0.8610
H10 -1.1421 3.4531 -0.9848
H11 0.0478 3.0593 -2.2030
H12 0.8765 4.0599 0.0826
H13 1.8152 2.7977 -0.6971
H14 1.6468 2.2278 1.4941
I1 3.1571 -0.1159 -0.7459
I2 4.0321 0.8883 -3.0947
C7 -1.0035 -3.3730 0.6622
C8 -0.7618 -4.8477 0.9959
As1 -2.3659 -6.0016 1.3739
C9 -1.7936 -7.2454 2.7512
C10 -2.1867 -8.5754 2.6464
C11 -1.8934 -9.4550 3.6794
C12 -1.1910 -9.0028 4.7881
C13 -0.8041 -7.6702 4.8862
C14 -1.0765 -6.7857 3.8553
C15 -3.7509 -4.8680 2.1063
C16 -4.2307 -5.0953 3.3985
C17 -5.2240 -4.2701 3.9015
C18 -5.7806 -3.2752 3.1060
C19 -5.3233 -3.0716 1.8048
C20 -4.3251 -3.8821 1.2943
P1 0.5705 -2.4073 0.8572
C21 1.8042 -3.4484 0.0488
C22 1.8192 -3.4704 -1.3495
C23 2.6665 -4.3418 -2.0119
C24 3.5064 -5.1769 -1.2815
C25 3.4870 -5.1557 0.1068
C26 2.6427 -4.2867 0.7838
C27 0.9140 -2.3312 2.6297
C28 -0.0086 -2.6541 3.6260
C29 0.3479 -2.5158 4.9613
C30 1.6123 -2.0531 5.3067
C31 2.5225 -1.6930 4.3189
C32 2.1747 -1.8212 2.9841
H15 -1.7807 -2.9301 1.2899
H16 -1.3055 -3.2722 -0.3827
H17 -0.1247 -4.9833 1.8724
H18 -0.2587 -5.3345 0.1605
H19 -2.7179 -8.9327 1.7728
H20 -2.2190 -10.4838 3.6143
H21 -0.9208 -9.6983 5.5716
H22 -0.2858 -7.3170 5.7676
H23 -0.7445 -5.7565 3.9321
H24 -3.8356 -5.9015 4.0036
H25 -5.5876 -4.4306 4.9079
H26 -6.6117 -2.6922 3.4818
H27 -5.7849 -2.3204 1.1769
H28 -4.0336 -3.7918 0.2531
H29 1.1541 -2.8217 -1.9133
H30 2.6769 -4.3714 -3.0934
H31 4.1798 -5.8464 -1.8002
H32 4.1382 -5.8130 0.6677
H33 2.6434 -4.2726 1.8662
H34 -0.9970 -3.0274 3.3740
H35 -0.3648 -2.7771 5.7331
H36 1.8910 -1.9800 6.3499
H37 3.5045 -1.3270 4.5894
H38 2.8884 -1.5736 2.2039

The value obtained for the total energy is -136371.013 eV. As for the spin multiplicity: 5. The value obtained for the frontier orbital gap (spin up / spin down) is 4.97 / 4.00 eV. For the molar mass, the calculation gives 1032.7 g mol⁻¹. The value obtained for the LUMO energy (spin up / spin down) is -13.19 / -14.15 eV. Its expectation value of S² is 6.09. Its total charge is +4. As for the energy above the lowest of the compared OMol25 structures with the same formula, charge and spin: 29.2 kcal per mole.



3.
This record from the OMol25 dataset describes the ion C19H20BrFN5O3 with charge +1 at a distorted geometry. The level of theory is ωB97M-V/def2-TZVPD.

Atoms and positions in Å:
N1 -4.8750 -0.7307 0.7124
C1 -4.4730 -1.6515 -0.1617
N2 -5.2461 -2.2871 -1.0246
O1 -4.4622 -3.1482 -1.6877
N3 -3.2092 -3.0917 -1.2970
C2 -3.1410 -2.1854 -0.3428
C3 -1.9089 -1.8164 0.3289
O2 -1.9159 -1.0218 1.2857
N4 -0.8054 -2.4006 -0.1556
C4 0.5711 -2.0183 0.1170
C5 0.9726 -2.0803 1.5901
N5 0.4014 -0.9597 2.3725
C6 1.0957 0.3531 2.2462
C7 0.5775 1.1341 1.0679
C8 -0.7407 1.5588 1.0602
C9 -1.2621 2.1893 -0.0563
Br1 -3.1139 2.6321 -0.0831
C10 -0.4573 2.4576 -1.1499
C11 0.8740 2.0823 -1.1310
C12 1.4062 1.4043 -0.0354
O3 2.6771 0.9528 0.0559
C13 3.5513 1.0901 -1.0565
C14 4.8409 0.3867 -0.7271
C15 6.0696 1.0218 -0.8493
C16 7.2466 0.3521 -0.5621
C17 7.2157 -0.9656 -0.1381
C18 6.0031 -1.6192 -0.0004
C19 4.8426 -0.9347 -0.2992
F1 3.6535 -1.5847 -0.1591
H1 -5.8105 -0.3717 0.6357
H2 -4.1828 -0.2019 1.2145
H3 -0.9654 -3.0414 -0.9217
H4 1.2136 -2.7045 -0.4332
H5 0.7540 -1.0096 -0.2635
H6 2.0617 -2.0513 1.6468
H7 0.6200 -3.0196 2.0213
H8 -0.6409 -0.8657 1.9866
H9 0.3681 -1.2238 3.3570
H10 2.1695 0.1928 2.1375
H11 0.9118 0.9183 3.1620
H12 -1.3719 1.3859 1.9177
H13 -0.8617 2.9599 -2.0143
H14 1.4886 2.3152 -1.9847
H15 3.0951 0.6284 -1.9444
H16 3.7458 2.1486 -1.2622
H17 6.1011 2.0492 -1.1781
H18 8.1904 0.8626 -0.6682
H19 8.1323 -1.4873 0.0863
H20 5.9490 -2.6456 0.3257

The value obtained for the total energy is -106373.236 eV. The value obtained for the frontier orbital gap is 8.59 eV. For the molar mass, the calculation gives 465.3 g mol⁻¹. The value obtained for the LUMO energy is -2.95 eV. Its total charge is +1. As for the energy above the lowest of the compared OMol25 structures with the same formula, charge and spin: 0.0 kcal per mole. Its SMILES is Nc1nonc1C(=O)NCC[NH2+]Cc1cc(Br)ccc1OCc1ccccc1F.